C23H34N6O3 in the gas phase in a non-equilibrium geometry. Source: OMol25; level of theory: ωB97M-V with the def2-TZVPD basis set.

As for the LUMO energy: 0.4 eV. As for the SMILES: CCCN1CCN(CCCNC(=O)[C@@H](CC)n2nc(C)n3c(cc4occc43)c2=O)CC1. As for the highest occupied orbital energy: -8.35 eV. The spin multiplicity is 1. The net charge is 0. The value obtained for the energy relative to the best compared isomer or geometry (same formula, charge and spin) is 0.464 eV.

Last column: Mulliken charge in e.
Geometry (Å):
C (5.5286, -2.0791, 1.4454)  -1.216
C (4.6141, -1.3815, 2.4437)  -0.248
C (4.1295, -0.0335, 1.9090)  -0.821
N (3.4506, -0.1576, 0.6298)  0.313
C (3.3494, 1.1156, -0.0593)  -0.824
C (2.7255, 0.9185, -1.4367)  -0.738
N (1.3966, 0.3519, -1.2947)  0.409
C (0.6787, 0.2575, -2.5523)  -0.559
C (0.3078, 1.6455, -3.0894)  -0.659
C (-1.0808, 1.6811, -3.7383)  -1.355
N (-2.1259, 1.5225, -2.7527)  0.008
C (-2.5881, 2.5761, -2.0483)  -0.089
O (-2.4126, 3.7326, -2.3595)  -0.694
C (-3.4334, 2.1824, -0.8231)  -0.004
C (-4.8391, 1.7629, -1.2638)  -0.568
C (-5.7650, 1.5531, -0.0718)  -1.296
N (-2.7872, 1.1456, -0.0354)  0.851
N (-2.7876, -0.0912, -0.5739)  -1.018
C (-2.2494, -1.0835, 0.0264)  0.876
C (-2.3054, -2.4434, -0.5801)  -1.655
N (-1.6220, -0.9232, 1.2385)  0.202
C (-1.5822, 0.3387, 1.8412)  0.558
C (-0.8866, 0.2806, 3.0346)  -1.599
C (-0.4860, -1.0574, 3.1579)  0.338
O (0.2073, -1.8600, 3.9845)  -0.503
C (0.1893, -3.0853, 3.4060)  -0.779
C (-0.4948, -3.1119, 2.2252)  -0.653
C (-0.9456, -1.7825, 2.0493)  1.125
C (-2.2186, 1.4668, 1.1873)  0.470
O (-2.2687, 2.5918, 1.6425)  -0.728
C (1.5132, -0.9253, -0.6224)  -0.243
C (2.1219, -0.7201, 0.7589)  -0.710
H (6.4212, -1.4836, 1.2694)  0.289
H (5.0099, -2.2045, 0.4994)  0.266
H (5.8313, -3.0553, 1.8172)  0.408
H (5.1489, -1.2042, 3.3792)  0.429
H (3.7617, -2.0235, 2.6724)  0.133
H (3.4828, 0.4524, 2.6619)  0.292
H (5.0015, 0.6072, 1.7533)  0.513
H (4.3526, 1.5325, -0.1757)  0.470
H (2.7320, 1.8333, 0.5093)  0.315
H (2.6517, 1.8840, -1.9378)  0.494
H (3.3758, 0.2564, -2.0367)  0.319
H (1.2531, -0.3047, -3.3113)  0.312
H (-0.2352, -0.3093, -2.3489)  0.179
H (0.3016, 2.3486, -2.2547)  0.458
H (1.0466, 1.9842, -3.8157)  0.476
H (-1.1810, 0.8957, -4.4912)  0.369
H (-1.2338, 2.6554, -4.2076)  0.503
H (-2.2660, 0.6043, -2.3503)  0.317
H (-3.4887, 3.0617, -0.1725)  0.553
H (-5.2346, 2.5503, -1.9067)  0.491
H (-4.7702, 0.8435, -1.8479)  0.286
H (-6.7641, 1.2921, -0.4117)  0.466
H (-5.3992, 0.7487, 0.5628)  0.232
H (-5.8277, 2.4589, 0.5262)  0.309
H (-1.3012, -2.8246, -0.7630)  0.307
H (-2.8521, -2.3996, -1.5169)  0.370
H (-2.8097, -3.1294, 0.0992)  0.432
H (-0.7093, 1.1041, 3.6940)  0.513
H (0.6995, -3.8692, 3.9300)  0.484
H (-0.6399, -3.9648, 1.5955)  0.489
H (0.5179, -1.3628, -0.5180)  -0.567
H (2.1452, -1.6301, -1.1936)  0.239
H (2.1833, -1.6832, 1.2683)  0.487
H (1.4626, -0.0522, 1.3432)  0.173

Atoms 1-6, force components in eV/Å:
-0.2 0.0 0.2
0.1 0.2 -0.2
0.0 -0.2 0.1
0.0 0.2 0.0
0.1 0.0 -0.3
0.0 0.2 0.2



2 unconnected molecules or ions with the total composition C23H35BClF4N2O9P2S2 in a non-equilibrium geometry. Source: OMol25; level of theory: ωB97M-V with the def2-TZVPD basis set.

As for the LUMO energy: 0.5 eV. As for the highest occupied orbital energy: -6.99 eV. The spin multiplicity is 1. The net charge is -1. The value obtained for the energy relative to the best compared isomer or geometry (same formula, charge and spin) is 4.125 eV.

Last column: Mulliken charge in e.
Geometry (Å):
C (3.2167, -2.4022, 3.8626)  -0.986
C (3.2257, -3.5036, 2.7240)  -0.465
C (2.6778, -3.0223, 1.3356)  -0.638
C (1.2084, -2.4706, 1.3409)  -0.346
N (0.1247, -3.4502, 1.5789)  0.761
C (-0.1404, -3.7264, 3.0083)  -0.665
C (-1.4120, -2.8412, 3.3958)  -0.311
C (-2.6096, -3.0127, 2.3832)  -0.437
C (-3.2065, -1.6513, 1.8678)  -1.051
N (-2.2024, -0.7619, 1.2712)  0.869
C (-2.2162, -0.6481, -0.1709)  -0.117
O (-2.8523, -1.2619, -0.9721)  -0.587
C (-1.2041, 0.5081, -0.3883)  0.357
C (-0.3653, 0.8681, -1.4990)  -0.722
O (-0.3755, 0.1101, -2.6508)  -0.243
C (0.5146, 2.0476, -1.3656)  -0.130
C (1.3907, 2.3549, -2.6366)  -1.684
C (0.5906, 3.2417, -3.6808)  0.221
C (-0.7915, 3.7577, -3.1408)  -1.012
Cl (0.1677, 2.1113, -5.0938)  -0.240
C (0.5810, 2.8465, -0.1354)  1.338
P (1.7032, 4.3468, -0.0239)  1.221
O (3.0273, 4.0023, 0.5705)  -0.809
O (0.9614, 5.5437, 0.8411)  -0.427
O (1.9719, 5.0213, -1.5265)  -0.478
C (-0.2643, 2.4534, 1.0416)  0.118
P (-0.2555, 3.3284, 2.6847)  1.137
O (-1.0126, 4.5907, 2.7105)  -0.724
O (1.3447, 3.7159, 3.0244)  -0.520
O (-0.7098, 2.3141, 3.9339)  -0.512
C (-1.1240, 1.3169, 0.8381)  0.106
C (-2.1739, 0.6072, 1.7436)  -0.129
O (-2.8397, 1.1072, 2.5973)  -0.556
C (0.2042, -4.6192, 0.7631)  -0.177
S (1.0445, -5.9977, 1.0662)  -0.155
S (-0.8076, -4.5668, -0.7859)  -0.228
C (0.2778, -4.1246, -2.2105)  -0.354
C (-0.6613, -3.3850, -3.2721)  0.224
C (-0.7652, -4.1918, -4.6345)  -1.433
H (2.9216, -1.3800, 3.5202)  0.214
H (2.4727, -2.7107, 4.6526)  0.262
H (4.2066, -2.4115, 4.3958)  0.330
H (2.5591, -4.3423, 3.0719)  0.164
H (4.2638, -3.9262, 2.6838)  0.495
H (3.3399, -2.1653, 1.0087)  0.444
H (2.8501, -3.8212, 0.5628)  0.223
H (1.1397, -1.6897, 2.1500)  0.235
H (1.0170, -1.9238, 0.3767)  -0.146
H (-0.4399, -4.7987, 3.1257)  0.515
H (0.6674, -3.4139, 3.7101)  -0.113
H (-1.0587, -1.7731, 3.2775)  -0.137
H (-1.7035, -2.9782, 4.4689)  0.541
H (-3.4414, -3.5061, 2.9667)  0.444
H (-2.3945, -3.7042, 1.5317)  0.082
H (-4.0096, -1.9226, 1.1248)  0.360
H (-3.7612, -1.1947, 2.7305)  0.366
H (-1.1756, 0.3012, -3.1745)  0.307
H (2.3782, 2.8041, -2.3627)  0.485
H (1.6222, 1.3611, -3.1003)  0.507
H (1.2013, 4.0648, -4.1191)  0.431
H (-1.4985, 2.8952, -2.9931)  0.198
H (-1.2261, 4.3809, -3.9700)  0.411
H (-0.6867, 4.3838, -2.2263)  0.181
H (1.6654, 6.1153, 1.2031)  0.339
H (1.0947, 5.4065, -1.7864)  0.282
H (1.8010, 2.8478, 3.0585)  0.365
H (-0.0376, 1.6226, 4.0711)  0.314
H (0.5738, -5.0909, -2.7058)  0.410
H (1.1836, -3.5320, -1.9478)  0.278
H (-0.3893, -2.3140, -3.4185)  -0.185
H (-1.7111, -3.3863, -2.8600)  0.246
H (0.1792, -4.1156, -5.2245)  0.351
H (-1.1426, -5.2305, -4.4889)  0.351
H (-1.5484, -3.6460, -5.2366)  0.378
B (-1.4353, 7.6529, -2.8953)  0.399
F (-1.2372, 7.8387, -4.2882)  -0.408
F (-0.4662, 6.7194, -2.4041)  -0.335
F (-1.2808, 8.8882, -2.2214)  -0.385
F (-2.7360, 7.1387, -2.6631)  -0.416

Atoms 1-6, force components in eV/Å:
-0.3 -0.8 0.5
-0.7 -0.2 0.6
1.0 0.5 0.0
0.5 0.7 -0.3
0.8 -1.3 0.3
-1.8 0.5 0.7



A molecular structure, C23H35Cl2N4O7PTa in a non-equilibrium geometry. Source: OMol25; level of theory: ωB97M-V with the def2-TZVPD basis set.

As for the LUMO energy: -10.6 eV. As for the highest occupied orbital energy: -17.24 eV. The spin multiplicity is 1. The net charge is +3. The value obtained for the energy relative to the best compared isomer or geometry (same formula, charge and spin) is 2.002 eV.

Last column: Mulliken charge in e.
Geometry (Å):
Ta (0.4055, 0.0746, 0.0786)  1.501
C (-4.4449, -0.5209, 2.4811)  -0.841
O (-2.9897, -0.3347, 2.3778)  -0.239
C (-2.4177, -0.1324, 1.2660)  0.509
O (-1.1531, 0.0928, 1.2784)  0.077
N (-3.0310, -0.0598, 0.0900)  0.063
N (-2.2268, 0.2414, -1.0338)  -0.712
H (-4.6533, -0.4981, 3.5420)  0.289
H (-4.7115, -1.4920, 2.0694)  0.369
H (-4.9602, 0.2986, 1.9824)  0.382
H (-4.0051, -0.3091, -0.0231)  0.243
H (-2.6401, 1.0293, -1.5266)  0.367
H (-2.2284, -0.5621, -1.6552)  0.256
Cl (2.5314, -3.9206, -5.8599)  -0.109
C (2.1813, -2.8862, -4.5530)  0.061
C (2.9713, -1.7647, -4.3259)  -0.490
C (2.6851, -0.8995, -3.2764)  0.461
Cl (3.6623, 0.4745, -2.9556)  -0.131
C (1.5986, -1.1654, -2.4769)  -0.137
O (1.2880, -0.3434, -1.4236)  -0.786
C (0.8212, -2.2990, -2.6658)  0.903
C (-0.2808, -2.5827, -1.7696)  -0.205
O (-0.7063, -1.8375, -0.8652)  -0.567
C (1.1165, -3.1689, -3.7082)  -1.169
H (3.8238, -1.5669, -4.9648)  0.503
H (-0.8014, -3.5333, -1.9205)  0.497
H (0.5194, -4.0600, -3.8653)  0.505
C (4.3590, -2.5587, -0.1112)  -0.923
C (3.8210, -3.1603, 1.1849)  -1.282
C (3.2673, -2.1230, 2.2051)  2.510
C (2.8346, -2.8397, 3.5044)  -1.292
C (2.1399, -1.9148, 4.5014)  -1.100
C (4.3934, -1.1375, 2.5198)  -0.352
O (5.3581, -1.4534, 3.1422)  -0.483
N (4.3033, 0.1749, 1.9852)  0.152
C (3.2410, 0.6926, 1.3300)  -0.009
O (3.1844, 1.7771, 0.7992)  -0.501
N (2.1121, -0.1433, 1.2807)  0.490
C (2.0978, -1.4534, 1.5833)  -0.118
O (1.0230, -1.9910, 1.2140)  -0.755
H (4.6345, -3.3526, -0.8049)  0.521
H (5.2546, -1.9580, 0.0619)  0.328
H (3.6150, -1.9250, -0.6114)  0.005
H (4.6138, -3.7000, 1.7017)  0.470
H (3.0179, -3.8689, 0.9794)  0.511
H (3.7439, -3.2472, 3.9428)  0.549
H (2.1870, -3.6739, 3.2330)  0.465
H (2.7884, -1.0854, 4.7960)  0.287
H (1.8852, -2.4611, 5.4072)  0.516
H (1.2085, -1.5063, 4.0951)  0.173
H (5.1242, 0.7588, 2.1001)  0.331
C (2.5780, 4.1957, -0.4724)  -1.242
C (1.0600, 4.0570, -0.3901)  -0.593
P (0.3195, 2.7385, 0.6262)  0.591
C (0.8689, 2.8910, 2.3575)  -0.299
C (0.2226, 4.0502, 3.1219)  -1.508
C (-1.4837, 3.1141, 0.6144)  -0.082
C (-1.8630, 4.5970, 0.4897)  -1.570
H (2.7972, 5.1212, -1.0042)  0.486
H (3.0382, 3.3725, -1.0116)  0.194
H (3.0406, 4.2603, 0.5109)  0.323
H (0.6219, 3.9687, -1.3871)  0.497
H (0.6322, 4.9513, 0.0700)  0.572
H (1.9496, 3.0137, 2.3082)  0.520
H (0.6691, 1.9412, 2.8605)  0.355
H (0.4452, 5.0157, 2.6670)  0.361
H (0.6429, 4.0669, 4.1269)  0.440
H (-0.8571, 3.9420, 3.2196)  0.372
H (-1.8789, 2.7030, 1.5477)  0.398
H (-1.9213, 2.5633, -0.2127)  -0.064
H (-1.3697, 5.2147, 1.2369)  0.330
H (-2.9374, 4.7030, 0.6436)  0.438
H (-1.6339, 4.9920, -0.4988)  0.393

Atoms 1-6, force components in eV/Å:
0.0 -2.1 1.6
-0.1 0.0 -0.1
-0.1 -0.1 0.1
0.2 0.3 -0.3
-0.1 -0.4 0.6
0.2 0.0 -0.2



no.,gap between HOMO and LUMO (Eh),electronic energy (eV)
1,0.322,-39485.7155
2,0.276,-110154.3640
3,0.246,-80575.1300